Entry 1:
Here is a cluster of 2 separate species, C3H9N2OS in total in a non-equilibrium geometry from the OMol25 dataset. Energies are from ωB97M-V/def2-TZVPD.

The geometry in XYZ format:
```
16
Properties=species:S:1:pos:R:3:nbo_charge:R:1
C 0.6375 1.2404 1.3015 -0.4570
C 1.3316 0.0112 -0.5139 -0.4556
C -2.4386 -1.2702 -0.1702 -0.7980
N 0.3557 0.0945 0.5718 -0.4855
N -1.3839 0.8569 -0.9816 -0.1967
O -1.0004 2.0791 -1.1655 -0.5314
S -2.5731 0.4545 0.2425 0.2518
H 0.2067 1.1383 2.2270 0.1810
H 1.7771 1.3609 1.3975 0.1305
H 0.2804 2.1283 0.7270 0.1874
H 1.3080 0.9797 -0.9959 0.1838
H 2.3462 -0.0319 -0.1386 0.1421
H 1.1774 -0.9581 -1.1147 0.1779
H -2.8528 -1.7324 0.7321 0.1988
H -1.3217 -1.2828 -0.1704 0.2795
H -2.9527 -1.7874 -1.0525 0.1913
```

The value obtained for the lowest unoccupied orbital energy (alpha / beta) is 3.730 / 3.752 eV. The total energy comes out at -19115.6984 eV. As for the energy above the lowest of the compared OMol25 structures with the same formula, charge and spin: 665.6 kJ/mol. Its gap between HOMO and LUMO (alpha / beta) is 6.9 / 5.5 eV. As for the total charge: -1.

***

Entry 2:
Here is a cluster of 2 separate species, C6H14NO in total in a non-equilibrium geometry from the OMol25 dataset. Energies are from ωB97M-V/def2-TZVPD.

The geometry in XYZ format:
```
22
Properties=species:S:1:pos:R:3:nbo_charge:R:1
C -1.8669 -0.7208 1.8245 -0.6099
C -1.0777 -0.2722 0.5408 -0.4060
C -0.1169 -1.1914 -0.0377 -0.4824
C 0.5073 -0.8938 -1.3457 0.1041
C 0.7645 -1.7699 -2.2876 -0.2888
C 1.7373 0.7272 -0.3753 0.1085
N 1.2265 0.3601 -1.4512 -0.4287
H -1.0254 -0.5227 2.5991 0.2076
H -2.7644 0.0754 1.8459 0.2363
H -2.2573 -1.7693 1.9067 0.2341
H -1.9372 0.0463 -0.1036 0.2073
H -0.5135 0.6254 0.7346 0.1946
H 0.4887 -1.2842 0.9570 0.2240
H -0.6326 -2.1436 -0.1546 0.2516
H 1.0942 -1.4727 -3.2490 0.2164
H 0.6735 -2.8949 -2.0614 0.2503
H 1.9678 1.8575 -0.2264 0.2721
H 1.9599 -0.0021 0.4217 0.2406
H 1.2099 0.8266 -2.3629 0.4576
H -0.4800 3.5390 0.5147 0.4859
H 0.7314 3.7066 1.5265 0.5014
O 0.3109 3.1735 0.7840 -0.9767
```

The value obtained for the lowest unoccupied orbital energy is -4.865 eV. The total energy comes out at -9976.7412 eV. As for the energy above the lowest of the compared OMol25 structures with the same formula, charge and spin: 338.0 kJ/mol. Its gap between HOMO and LUMO is 9.2 eV. As for the total charge: +1.

***

Entry 3:
Here is a cluster of 2 separate species, C10H19NSi in total in a non-equilibrium geometry from the OMol25 dataset. Energies are from ωB97M-V/def2-TZVPD.

The geometry in XYZ format:
```
31
Properties=species:S:1:pos:R:3:nbo_charge:R:1
C 1.2130 3.0793 0.4194 -0.0949
C 1.5454 1.9436 0.1968 -0.1017
C 2.6974 -1.4428 -0.9736 -0.3965
C 1.9656 -1.7908 0.2632 -0.4145
C 2.4874 0.1335 -1.1929 -0.4775
C 1.8970 -0.4495 1.0287 -0.4515
C 1.7659 0.6093 0.0282 0.3046
C -2.1495 -1.4236 1.2293 -1.1169
C -3.1193 0.0349 -1.4821 -1.1230
C -2.2473 1.5996 1.1291 -1.0994
N -0.3606 0.1807 -0.7547 -1.3160
Si -1.8807 0.0899 -0.0519 1.7872
H 1.0949 4.0757 0.7285 0.2367
H 3.8191 -1.7281 -0.7484 0.2016
H 2.4263 -2.0073 -1.8786 0.2264
H 0.8658 -1.9116 0.1539 0.2453
H 2.4334 -2.6391 0.8276 0.2231
H 3.3478 0.8486 -1.3489 0.2364
H 1.8637 0.1530 -2.1047 0.2590
H 1.0970 -0.3738 1.6801 0.2392
H 2.8303 -0.1007 1.3717 0.2275
H -1.3976 -1.0523 1.9449 0.2128
H -3.0419 -1.6731 1.9087 0.2437
H -1.9317 -2.3770 0.6897 0.2270
H -2.5670 0.4559 -2.4565 0.2240
H -3.3684 -0.9918 -1.6520 0.2282
H -4.1328 0.5364 -1.3519 0.2402
H -1.3390 1.8004 1.6089 0.2155
H -2.4845 2.5524 0.7029 0.2239
H -2.9998 1.3105 1.7852 0.2183
H -0.3299 0.5577 -1.7007 0.3710
```

The value obtained for the lowest unoccupied orbital energy (alpha / beta) is -0.707 / -0.708 eV. The total energy comes out at -20041.1323 eV. As for the energy above the lowest of the compared OMol25 structures with the same formula, charge and spin: 417.6 kJ/mol. Its gap between HOMO and LUMO (alpha / beta) is 7.3 / 7.3 eV.

***

Entry 4:
Here is an isolated molecule of C4H10O2 from the OMol25 dataset. Energies are from ωB97M-V/def2-TZVPD.

The geometry in XYZ format:
```
16
Properties=species:S:1:pos:R:3:nbo_charge:R:1
C -1.4798 -1.3006 -0.5859 -0.2472
O -0.5754 -0.7710 0.3549 -0.5599
C 0.1879 0.3345 -0.1258 0.0710
C -0.3981 1.6436 0.3820 -0.6335
C 1.6130 0.1009 0.3697 -0.0739
O 2.0292 -1.2094 0.0770 -0.7144
H -2.2314 -0.5614 -0.8966 0.1669
H -0.9573 -1.6663 -1.4822 0.1702
H -1.9885 -2.1397 -0.1049 0.1952
H 0.1920 0.3119 -1.2263 0.1702
H -1.4160 1.7960 0.0085 0.2149
H 0.2136 2.4968 0.0665 0.2135
H -0.4325 1.6293 1.4767 0.2152
H 2.2999 0.7897 -0.1332 0.1807
H 1.6565 0.3077 1.4523 0.1561
H 1.2873 -1.7621 0.3673 0.4749
```

Its SMILES is CO[C@@H](C)CO. The value obtained for the lowest unoccupied orbital energy is 1.031 eV. The total energy comes out at -8404.5109 eV. As for the energy above the lowest of the compared OMol25 structures with the same formula, charge and spin: 100.0 kJ/mol. Its gap between HOMO and LUMO is 11.0 eV.

***

Entry 5:
Here is an isolated molecule of C3H4ClNOS in a non-equilibrium geometry from the OMol25 dataset. Energies are from ωB97M-V/def2-TZVPD.

The geometry in XYZ format:
```
11
Properties=species:S:1:pos:R:3:nbo_charge:R:1
C -0.0520 -1.5608 -1.2811 0.4748
C -0.5804 0.5868 -0.1171 0.0077
C 1.3578 -1.4437 -1.2766 -0.3999
N -0.7536 -0.4525 -0.8999 -0.4506
O -0.8417 -2.4888 -1.5943 -0.6420
S 2.0124 -0.8113 0.1553 0.0360
Cl 2.0866 -2.8825 -2.0730 -0.0182
H -1.6070 0.9022 0.2805 0.2044
H 0.2913 0.9091 0.2339 0.2086
H -1.7139 -0.7883 -1.0461 0.4444
H 2.2541 -2.0460 0.6696 0.1348
```

The value obtained for the lowest unoccupied orbital energy (alpha / beta) is -1.147 / -1.708 eV. The total energy comes out at -30067.3959 eV. As for the energy above the lowest of the compared OMol25 structures with the same formula, charge and spin: 335.1 kJ/mol. Its gap between HOMO and LUMO (alpha / beta) is 6.9 / 5.9 eV.

***

Entry 6:
Here is an isolated molecule of C2H3ClF2 in a non-equilibrium geometry from the OMol25 dataset. Energies are from ωB97M-V/def2-TZVPD.

The geometry in XYZ format:
```
8
Properties=species:S:1:pos:R:3:nbo_charge:R:1
F -0.7088 1.3251 1.6568 -0.3318
C 0.3136 0.8842 0.8900 0.0065
C 0.1959 -0.4017 0.0936 0.0886
F 1.6886 -0.3681 -0.2053 -0.4036
Cl -0.8054 -0.7219 -1.2321 0.0567
H 0.3788 1.4158 -0.0414 0.1754
H 1.3006 0.7702 1.4112 0.2100
H 0.1364 -1.4214 0.6103 0.1981
```

Its SMILES is FC[C@H](F)Cl. The value obtained for the lowest unoccupied orbital energy is 0.884 eV. The total energy comes out at -20078.4693 eV. As for the energy above the lowest of the compared OMol25 structures with the same formula, charge and spin: 185.2 kJ/mol. Its gap between HOMO and LUMO is 12.2 eV.

***

Entry 7:
Here is a structure of composition C24H17CdF6N12O5PS2 from the OMol25 dataset. Energies are from ωB97M-V/def2-TZVPD.

The geometry in XYZ format:
```
68
Properties=species:S:1:pos:R:3:nbo_charge:R:1
Cd 1.2336 0.1421 -1.0979 1.6644
O -1.8750 0.4060 2.1705 -0.5643
N -2.0518 1.0270 0.9226 -0.4711
C -1.7117 2.4051 1.0052 0.1072
C -1.8257 2.9505 -0.3894 -0.0858
C -1.6018 4.2746 -0.7467 -0.2048
C -1.6754 4.6103 -2.0865 -0.2162
C -1.9552 3.6282 -3.0373 -0.2218
C -2.1574 2.3117 -2.6563 -0.1333
C -2.0922 1.9613 -1.3085 -0.3261
P -2.1119 0.1793 -0.6104 1.9772
C -2.2539 -1.4964 0.3260 -0.3706
C -3.4275 -1.8952 0.9715 -0.1366
C -3.5647 -3.1601 1.5223 -0.2532
C -2.5236 -4.0773 1.4378 -0.2336
C -1.3384 -3.7002 0.8262 -0.2127
C -1.2096 -2.4220 0.2871 -0.2193
C -3.7758 -0.0579 -1.3832 -0.3597
C -3.9212 -0.7046 -2.6037 -0.2265
C -5.1655 -0.7642 -3.2229 -0.1965
C -6.2747 -0.1821 -2.6292 -0.2417
C -6.1349 0.4753 -1.4103 -0.2434
C -4.8934 0.5453 -0.7994 -0.1588
H -1.0497 -0.0970 2.0918 0.4790
H -2.3252 2.9376 1.7337 0.2038
H -1.3449 5.0160 0.0020 0.2111
H -1.4885 5.6302 -2.4009 0.1988
H -1.9833 3.8956 -4.0874 0.1997
H -2.3349 1.5460 -3.4044 0.2128
H -4.2551 -1.2003 1.0508 0.1936
H -4.4890 -3.4352 2.0190 0.1918
H -2.6375 -5.0749 1.8469 0.1946
H -0.5099 -4.3947 0.7499 0.2123
H -0.2709 -2.1549 -0.1789 0.2220
H -3.0571 -1.1444 -3.0896 0.2550
H -5.2607 -1.2667 -4.1782 0.2064
H -7.2420 -0.2280 -3.1155 0.1948
H -6.9954 0.9422 -0.9443 0.1951
H -4.7774 1.0838 0.1360 0.2050
N 2.9086 1.6070 1.8625 -0.5901
C 3.2302 0.3204 1.4549 0.4302
N 4.3073 -0.2916 1.8992 -0.4017
N 4.2660 -1.5038 1.2995 -0.1175
N 3.2236 -1.6006 0.5536 -0.1200
N 2.5207 -0.4398 0.6255 -0.5722
C 1.6718 2.1778 1.8049 0.4597
N 1.4051 3.3803 2.3586 -0.3327
N 0.1241 3.5831 2.1394 -0.0374
N -0.3153 2.5500 1.4943 0.0198
N 0.6051 1.6244 1.2535 -0.3627
H 3.6104 2.0937 2.3905 0.4200
F 2.0469 -3.9779 -0.9568 -0.3152
C 2.7507 -3.8907 -2.0861 0.7125
F 3.9692 -3.4498 -1.8126 -0.3057
F 2.8606 -5.1273 -2.6004 -0.3304
S 1.9033 -2.7975 -3.2945 2.2751
O 1.8273 -1.5050 -2.6110 -1.0463
O 2.7611 -2.8213 -4.4436 -0.9354
N 0.5838 -3.5793 -3.4941 -1.2233
S -0.8936 -2.9137 -3.2368 1.4041
O -0.8805 -0.2403 -1.4363 -1.2547
O -1.3893 -2.2214 -4.4369 -0.9625
C -1.7343 -4.5978 -3.3617 0.7571
F -2.8816 -4.5241 -2.6644 -0.3370
F -1.0330 -5.6170 -2.8693 -0.3197
F -2.0478 -4.8707 -4.6305 -0.3247
N 2.0329 3.1496 -2.2205 -0.5311
C 1.7943 2.0708 -1.8793 -0.3067
```

The value obtained for the lowest unoccupied orbital energy is 4.334 eV. The total energy comes out at -105111.6114 eV. As for the energy above the lowest of the compared OMol25 structures with the same formula, charge and spin: 58.1 kJ/mol. Its gap between HOMO and LUMO is 8.2 eV. As for the total charge: -2.

***

Entry 8:
Here is the ion C7H11N2O with charge +1 in a non-equilibrium geometry from the OMol25 dataset. Energies are from ωB97M-V/def2-TZVPD.

The geometry in XYZ format:
```
21
Properties=species:S:1:pos:R:3:nbo_charge:R:1
C -1.7716 1.5659 0.8347 0.2925
C 1.7231 1.5249 -0.2608 0.8533
C 2.2047 0.1843 0.0216 -0.5732
C 1.2055 -0.7992 0.6700 -0.3900
C 0.0909 -1.2811 -0.2694 -0.4176
C -0.8281 1.0063 -1.1860 -0.3275
C -1.0775 -0.2699 -0.4286 -0.0851
N -1.4920 0.2652 0.9204 -0.5629
N -1.3235 2.0602 -0.3315 -0.5011
O 1.6300 2.6707 -0.3255 -0.3476
H -1.9812 2.1957 1.7297 0.2427
H 2.5153 -0.2314 -1.0401 0.3039
H 2.9765 0.2198 0.6581 0.2685
H 1.6576 -1.6871 1.0289 0.2495
H 0.7481 -0.2788 1.5113 0.2202
H 0.6295 -1.3845 -1.2714 0.2256
H -0.1691 -2.3895 0.0492 0.2440
H -1.0968 0.9549 -2.2734 0.2410
H -2.0076 -0.8912 -0.9614 0.1884
H -1.9827 -0.3225 1.5372 0.4237
H -1.2943 3.0884 -0.5061 0.4516
```

The value obtained for the lowest unoccupied orbital energy (alpha / beta) is -3.824 / -3.814 eV. The total energy comes out at -12454.7720 eV. As for the energy above the lowest of the compared OMol25 structures with the same formula, charge and spin: 353.4 kJ/mol. Its gap between HOMO and LUMO (alpha / beta) is 6.8 / 6.9 eV. As for the total charge: +1.

***

Entry 9:
Here is an isolated molecule of C4H4O in a non-equilibrium geometry from the OMol25 dataset. Energies are from ωB97M-V/def2-TZVPD.

The geometry in XYZ format:
```
9
Properties=species:S:1:pos:R:3:nbo_charge:R:1
C 2.3281 0.2128 -0.1062 0.1340
C 1.1113 -0.0607 -0.0268 -0.5357
C -0.2345 -0.8419 -0.1387 -0.4221
C -0.4044 0.4264 0.5511 0.2466
O -0.8717 1.3962 -0.2029 -0.6272
H -0.5854 -0.9528 -1.2093 0.2423
H -0.1575 -1.7196 0.5344 0.2525
H -0.6621 0.3626 1.6206 0.2316
H -0.5239 1.1770 -1.0223 0.4780
```

The value obtained for the lowest unoccupied orbital energy is -0.113 eV. The total energy comes out at -6254.4279 eV. As for the energy above the lowest of the compared OMol25 structures with the same formula, charge and spin: 477.7 kJ/mol. Its gap between HOMO and LUMO is 9.8 eV.